{
  "formula": "C60H53CrN4OP3S2",
  "method": "ωB97M-V/def2-TZVPD",
  "multiplicity": 5,
  "total_energy_ev": -149049.9021,
  "elements": ["Cr", "S", "P", "C", "P", "S", "C", "C", "C", "C", "C", "C", "C", "C", "C", "C", "C", "C", "C", "C", "C", "C", "C", "C", "C", "C", "C", "C", "C", "C", "H", "H", "H", "H", "H", "H", "H", "H", "H", "H", "H", "H", "H", "H", "H", "H", "H", "H", "H", "H", "C", "C", "C", "C", "C", "C", "N", "N", "C", "C", "C", "C", "C", "N", "H", "H", "H", "H", "H", "H", "H", "H", "H", "C", "C", "C", "C", "C", "O", "C", "N", "C", "C", "C", "C", "C", "C", "P", "C", "C", "C", "C", "C", "C", "C", "C", "C", "C", "C", "C", "H", "H", "H", "H", "H", "H", "H", "H", "H", "H", "H", "H", "H", "H", "H", "H", "H", "H", "H", "H", "H", "H", "H", "H"],
  "positions_angstrom": [[0.233, -0.134, 0.003], [1.052, 2.063, 0.744], [-0.651, 1.840, 1.844], [-1.431, 0.473, 1.173], [-2.991, 0.845, 0.484], [-3.233, 2.460, -0.643], [-4.186, 0.947, 1.888], [-4.090, 0.061, 2.961], [-4.978, 0.130, 4.023], [-5.976, 1.096, 4.028], [-6.079, 1.980, 2.965], [-5.190, 1.905, 1.902], [-3.600, -0.631, -0.421], [-3.637, -1.881, 0.188], [-4.143, -2.983, -0.481], [-4.620, -2.845, -1.777], [-4.593, -1.602, -2.391], [-4.088, -0.499, -1.715], [-0.175, 1.597, 3.592], [0.975, 2.182, 4.114], [1.247, 2.104, 5.471], [0.350, 1.475, 6.325], [-0.810, 0.912, 5.814], [-1.061, 0.959, 4.451], [-1.470, 3.463, 2.015], [-1.059, 4.545, 1.247], [-1.674, 5.779, 1.391], [-2.717, 5.933, 2.292], [-3.135, 4.855, 3.058], [-2.509, 3.626, 2.928], [-3.300, -0.677, 2.967], [-4.889, -0.565, 4.848], [-6.666, 1.158, 4.859], [-6.853, 2.735, 2.964], [-5.251, 2.604, 1.076], [-3.253, -2.002, 1.189], [-4.149, -3.949, 0.006], [-5.012, -3.704, -2.305], [-4.967, -1.487, -3.400], [-4.060, 0.476, -2.185], [1.654, 2.705, 3.451], [2.151, 2.547, 5.867], [0.556, 1.428, 7.386], [-1.517, 0.430, 6.477], [-1.955, 0.510, 4.039], [-0.265, 4.413, 0.523], [-1.349, 6.615, 0.789], [-3.204, 6.893, 2.396], [-3.951, 4.966, 3.758], [-2.847, 2.794, 3.534], [-1.093, -5.386, 1.831], [-0.993, -5.505, 0.449], [-0.828, -4.389, -0.354], [-0.751, -3.124, 0.231], [-0.880, -3.001, 1.611], [-1.042, -4.122, 2.405], [-0.574, -1.955, -0.514], [-0.861, -2.089, -1.801], [-0.940, -0.894, -2.440], [-1.304, -0.858, -3.795], [-1.456, 0.360, -4.412], [-1.246, 1.537, -3.691], [-0.872, 1.436, -2.369], [-0.702, 0.259, -1.761], [-1.226, -6.264, 2.447], [-1.045, -6.483, -0.012], [-0.758, -4.476, -1.428], [-0.923, -2.001, 2.020], [-1.143, -4.005, 3.477], [-1.490, -1.796, -4.295], [-1.756, 0.405, -5.451], [-1.390, 2.512, -4.131], [-0.696, 2.309, -1.755], [1.976, 2.809, -2.508], [2.933, 1.625, -2.539], [3.954, 1.678, -1.411], [2.253, 0.248, -2.657], [3.153, -0.714, -3.444], [3.082, -1.956, -2.735], [2.434, -1.707, -1.586], [1.966, -0.525, -1.406], [2.368, -2.909, -0.711], [2.462, -4.142, -1.353], [2.450, -5.320, -0.626], [2.352, -5.266, 0.753], [2.261, -4.043, 1.398], [2.269, -2.849, 0.684], [2.022, -1.245, 1.545], [2.088, -1.709, 3.312], [0.957, -1.633, 4.110], [1.009, -2.010, 5.447], [2.197, -2.465, 5.992], [3.341, -2.530, 5.203], [3.289, -2.149, 3.875], [3.680, -0.470, 1.411], [3.878, 0.719, 2.110], [5.123, 1.323, 2.129], [6.191, 0.741, 1.458], [6.006, -0.450, 0.775], [4.755, -1.055, 0.753], [2.547, 3.736, -2.578], [1.398, 2.847, -1.587], [1.283, 2.778, -3.349], [3.482, 1.709, -3.487], [3.470, 1.563, -0.442], [4.469, 2.639, -1.418], [4.708, 0.895, -1.499], [1.299, 0.374, -3.172], [4.197, -0.397, -3.444], [2.821, -0.883, -4.467], [2.538, -4.171, -2.429], [2.508, -6.269, -1.137], [2.328, -6.177, 1.337], [2.154, -4.024, 2.473], [0.032, -1.261, 3.698], [0.120, -1.935, 6.057], [2.240, -2.757, 7.033], [4.275, -2.874, 5.626], [4.188, -2.196, 3.272], [3.051, 1.174, 2.642], [5.261, 2.250, 2.670], [7.165, 1.212, 1.474], [6.835, -0.917, 0.260], [4.637, -1.995, 0.230]],
  "forces_ev_per_a": [[-0.60, 0.57, 0.40], [-0.02, -0.19, 0.02], [0.10, -0.13, 0.25], [0.28, 0.14, -0.15], [-0.22, -0.15, -0.03], [-0.12, 0.02, 0.06], [0.09, -0.12, -0.03], [-0.04, 0.00, -0.08], [-0.02, 0.03, 0.02], [0.04, -0.02, 0.00], [0.01, 0.00, 0.02], [-0.06, 0.05, -0.09], [-0.01, 0.05, 0.06], [-0.04, 0.06, 0.04], [0.02, 0.00, -0.01], [0.02, 0.05, 0.00], [0.00, -0.04, 0.01], [0.04, 0.05, -0.03], [0.09, 0.17, -0.02], [0.01, -0.04, -0.03], [-0.03, -0.03, 0.03], [0.04, 0.02, -0.03], [0.01, -0.04, -0.02], [-0.05, 0.02, -0.03], [0.01, 0.00, -0.11], [0.02, -0.01, -0.02], [-0.02, -0.03, 0.02], [0.00, -0.05, 0.00], [0.02, 0.02, -0.02], [0.03, -0.06, 0.03], [0.04, -0.08, -0.03], [0.00, -0.02, 0.02], [-0.03, 0.00, 0.03], [-0.03, 0.03, 0.00], [0.00, -0.02, 0.02], [0.00, -0.01, 0.08], [0.00, -0.03, 0.02], [-0.02, -0.04, -0.03], [-0.01, 0.01, -0.04], [-0.02, 0.00, 0.00], [-0.01, 0.02, 0.00], [0.03, 0.01, 0.01], [0.01, 0.00, 0.04], [-0.02, -0.02, 0.02], [0.00, 0.00, 0.04], [0.01, 0.01, 0.01], [0.02, 0.04, -0.03], [-0.02, 0.05, 0.01], [-0.03, 0.00, 0.03], [0.02, 0.01, 0.01], [0.00, 0.07, -0.03], [-0.03, 0.03, 0.01], [-0.01, -0.09, 0.00], [0.08, 0.13, -0.20], [-0.02, -0.03, 0.19], [-0.03, -0.03, 0.03], [-0.02, -0.23, -0.20], [-0.03, 0.23, -0.06], [0.01, -0.21, 0.01], [-0.01, 0.00, -0.05], [-0.01, -0.02, -0.01], [0.00, 0.00, 0.01], [-0.08, 0.05, 0.08], [0.15, -0.02, 0.00], [0.00, -0.04, 0.03], [0.00, -0.04, -0.01], [0.00, -0.01, -0.01], [0.04, 0.08, 0.04], [0.00, -0.01, 0.02], [-0.01, -0.03, -0.04], [0.00, 0.00, -0.02], [0.00, 0.01, -0.03], [-0.03, -0.11, -0.07], [0.00, 0.06, 0.00], [0.07, -0.06, -0.06], [-0.03, 0.00, 0.02], [-0.03, -0.03, -0.04], [-0.02, 0.06, -0.06], [-0.12, 0.09, 0.13], [-0.01, -0.25, 0.15], [0.11, -0.24, -0.02], [0.05, 0.25, -0.15], [0.01, -0.07, 0.07], [0.03, 0.12, 0.02], [0.01, -0.03, -0.01], [-0.01, 0.02, 0.01], [-0.05, 0.04, 0.09], [0.26, -0.12, -0.10], [-0.03, 0.05, -0.04], [-0.02, -0.02, 0.02], [0.00, 0.01, -0.04], [0.03, 0.00, -0.01], [-0.01, -0.01, 0.02], [0.01, -0.01, 0.01], [-0.07, -0.02, 0.05], [-0.01, 0.02, 0.02], [0.02, -0.01, -0.01], [-0.01, -0.01, -0.01], [-0.03, 0.04, 0.01], [0.02, -0.02, -0.04], [0.03, 0.04, 0.00], [0.07, 0.01, -0.08], [0.05, 0.00, 0.00], [0.01, 0.04, 0.01], [0.01, 0.02, -0.01], [0.02, 0.03, -0.01], [0.01, -0.05, -0.01], [0.07, 0.00, -0.02], [0.01, 0.05, -0.01], [0.00, 0.03, 0.02], [0.01, 0.00, -0.04], [0.00, -0.05, -0.03], [0.00, -0.02, 0.00], [0.01, 0.00, -0.01], [-0.07, 0.01, -0.06], [-0.02, 0.00, 0.02], [0.00, -0.01, 0.02], [0.02, 0.00, 0.02], [-0.02, 0.00, 0.00], [0.03, -0.04, -0.03], [0.01, 0.03, 0.02], [0.02, 0.02, 0.00], [0.02, -0.01, -0.01], [-0.01, -0.02, -0.01]]
}